1.
DFT (ωB97M-V with the def2-TZVPD basis set) results for a cluster of 2 separate species, C6H12N2 in total in a non-equilibrium geometry.

Cartesian coordinates (Å):
C  0.1788  -1.0018  2.9026
C  0.1849  0.9446  -0.1585
C  -0.0391  -0.1735  1.6498
C  -1.3350  0.1250  1.2089
N  0.8843  0.1945  0.7057
N  -1.1465  0.8891  0.0028
H  0.6665  1.1834  -1.1013
H  -1.9522  1.2645  -0.6146
H  -2.2804  -0.2543  1.3881
H  0.7432  -1.9676  2.5794
H  -0.9149  -1.1484  3.1591
H  0.4695  -0.4070  3.6966
C  0.8634  -0.9359  -2.2365
C  0.3590  0.2740  -2.9968
H  -0.0519  -1.4857  -1.9649
H  1.4673  -1.4856  -3.0707
H  1.6963  -0.6027  -1.5543
H  1.0997  1.1576  -3.0229
H  -0.4822  0.7540  -2.5943
H  0.1034  0.0119  -4.0767

## Properties
LUMO ... 0.028 hartree
Spin multiplicity ... 1
SMILES ... Cc1c[nH]cn1.CC
Energy relative to the best compared isomer or geometry (same formula, charge and spin) ... 2.076 eV
Total charge ... 0
Highest occupied orbital energy ... -8.448 eV

Atom charges from the Löwdin analysis, given in e for atoms 1 to 8: C -0.042; C -0.259; C -0.368; C -0.049; N 0.092; N 0.045; H 0.072; H 0.192

=====

2.
DFT (ωB97M-V with the def2-TZVPD basis set) results for a cluster of 2 separate species, C4H14N3O in total.

Cartesian coordinates (Å):
C  -2.5047  1.4032  0.1711
N  -2.4912  2.1491  -0.9246
C  -1.2854  2.7205  -1.5070
O  -1.5027  1.0444  0.7913
H  -3.5101  1.1280  0.5115
H  -3.3815  2.4299  -1.3018
H  -0.5502  1.9412  -1.6824
H  -0.8612  3.4828  -0.8582
H  -1.5458  3.1769  -2.4557
C  2.4559  -2.0766  0.6163
N  2.8745  -3.0344  -0.3985
C  1.2828  -1.2776  0.0727
N  0.5356  -0.5771  1.1680
H  3.2466  -1.3989  0.9454
H  2.1254  -2.6342  1.4935
H  3.4081  -2.5666  -1.1208
H  3.4683  -3.7380  0.0200
H  0.5786  -1.9328  -0.4248
H  1.5873  -0.5029  -0.6315
H  -0.2626  0.0164  0.8259
H  0.1667  -1.2414  1.8488
H  1.1427  0.0418  1.7094

## Properties
LUMO ... -0.103 hartree
Spin multiplicity ... 1
Energy relative to the best compared isomer or geometry (same formula, charge and spin) ... 0.876 eV
Total charge ... +1
Highest occupied orbital energy ... -13.151 eV

Atom charges from the Löwdin analysis, given in e for atoms 1 to 8: C -0.312; N 0.004; C -0.043; O -0.039; H 0.148; H 0.145; H 0.081; H 0.096

=====

3.
DFT (ωB97M-V with the def2-TZVPD basis set) results for a structure of composition C34H32MnN10O2Se in a non-equilibrium geometry.

Cartesian coordinates (Å):
Mn  0.1094  -0.2311  0.4773
C  10.6611  0.1959  9.2358
O  9.2065  0.1441  9.3962
C  8.3974  0.1173  8.3982
C  7.0045  0.0880  8.7363
C  6.0747  0.0600  7.7507
C  6.4731  0.0571  6.3864
C  7.8557  0.0819  6.0559
C  8.8086  0.1125  7.0251
C  5.4361  0.0253  5.3744
N  4.1436  -0.0239  5.6514
C  3.5195  -0.0484  4.4498
C  4.4328  -0.0152  3.4113
N  5.6548  0.0286  4.0149
C  4.0413  -0.0357  2.0288
C  4.8987  0.0055  0.9187
C  4.3705  -0.0169  -0.3497
C  2.9874  -0.0769  -0.5051
N  2.1596  -0.1057  0.5329
C  2.6637  -0.0960  1.7868
C  1.6981  -0.1397  2.8649
N  0.3878  -0.1913  2.5110
C  -0.5349  -0.1354  3.4657
C  -0.2094  -0.0717  4.8199
C  1.1144  -0.0652  5.1938
C  2.1018  -0.0936  4.1968
H  11.0510  0.2363  10.2445
H  10.9307  1.0928  8.6835
H  10.9988  -0.7051  8.7298
H  6.7358  0.0929  9.7844
H  5.0203  0.0419  7.9865
H  8.1789  0.0761  5.0228
H  9.8576  0.1304  6.7679
H  6.5509  0.0818  3.5585
H  5.9727  0.0521  1.0502
H  5.0055  0.0127  -1.2240
H  2.5474  -0.1144  -1.4944
H  -1.5702  -0.1453  3.1531
H  -1.0027  -0.0286  5.5533
H  1.4094  -0.0292  6.2352
N  -0.5371  3.8820  0.3788
C  0.0937  3.6840  -0.8264
C  0.4159  2.3683  -0.8592
N  -0.0232  1.7706  0.3214
C  -0.5955  2.7246  1.0393
H  -0.8971  4.7650  0.7152
H  0.2611  4.4776  -1.5351
H  0.9215  1.8255  -1.6403
H  -1.0495  2.6045  2.0091
N  -5.7325  -2.8335  1.9851
C  -4.4181  -2.7477  1.7615
O  -3.5941  -3.5480  2.1766
C  -3.9159  -1.5753  0.9414
C  -4.6466  -0.8159  0.0389
C  -3.9934  0.1685  -0.6927
C  -2.6423  0.3657  -0.5053
N  -1.9296  -0.3619  0.3769
C  -2.5644  -1.3113  1.0716
H  -6.0844  -3.6180  2.5140
H  -6.3969  -2.1486  1.6701
H  -5.7015  -0.9942  -0.1324
H  -4.5245  0.7720  -1.4159
H  -2.1091  1.1135  -1.0766
H  -1.9847  -1.9276  1.7434
C  -0.9294  -4.3582  -2.7485
N  -0.9572  -4.6642  -1.3111
C  -1.4469  -5.8286  -0.7587
C  -1.3177  -5.7183  0.5803
N  -0.7406  -4.4905  0.8359
C  -0.4248  -4.0188  2.1827
C  -0.5447  -3.8576  -0.3280
Se  0.3651  -2.2413  -0.6849
H  -1.2719  -5.2357  -3.2873
H  0.0862  -4.1245  -3.0588
H  -1.5908  -3.5224  -2.9631
H  -1.8373  -6.6305  -1.3617
H  -1.5738  -6.4059  1.3681
H  0.1329  -4.7936  2.7033
H  -1.3491  -3.8018  2.7131
H  0.1962  -3.1293  2.1058

## Properties
LUMO (spin up / spin down) ... -0.428 / -0.442 hartree
Spin multiplicity ... 4
Total charge ... +4
Highest occupied orbital energy (spin up / spin down) ... -17.495 / -18.019 eV

Atom charges from the Löwdin analysis, given in e for atoms 1 to 8: Mn 0.545; C 0.055; O 0.057; C -0.209; C 0.092; C 0.034; C -0.067; C 0.031

=====

4.
DFT (ωB97M-V with the def2-TZVPD basis set) results for a structure of composition C23H33N3P2STc in a non-equilibrium geometry.

Cartesian coordinates (Å):
C  -1.2282  -4.2036  0.3533
C  -0.8956  -2.9534  -0.1621
C  -1.9006  -1.9521  -0.1759
C  -3.1872  -2.2219  0.3156
C  -3.4872  -3.4779  0.8451
C  -2.4984  -4.4646  0.8625
C  -4.1870  -1.1036  0.2693
C  -3.9997  -0.2965  -0.9817
C  -2.6964  -0.1270  -1.4705
C  -2.4545  0.6271  -2.6520
C  -3.5399  1.2631  -3.2515
C  -4.8345  1.0968  -2.7649
C  -5.0706  0.3146  -1.6333
H  -0.4456  -4.9691  0.3579
H  -4.4897  -3.6674  1.2234
H  -2.7232  -5.4508  1.2755
H  -5.2128  -1.4799  0.3350
H  -3.3403  1.9052  -4.1157
H  -5.6698  1.5895  -3.2676
H  -6.0731  0.1579  -1.2433
N  -1.6565  -0.6987  -0.7376
Tc  -0.0755  0.5237  -0.0620
C  0.4821  -2.6424  -0.7073
H  0.4600  -2.3925  -1.7790
H  1.1585  -3.4957  -0.5573
C  -1.0633  0.7330  -3.2486
H  -0.6583  -0.2303  -3.5993
H  -1.0654  1.4349  -4.0932
P  1.2797  -1.2328  0.1694
P  0.1543  1.4337  -2.0699
C  -0.1713  3.2253  -2.2290
H  0.5994  3.8192  -1.7219
H  -0.1743  3.4698  -3.3003
H  -1.1497  3.4734  -1.8019
C  1.7747  1.2732  -2.8486
H  1.7522  1.8976  -3.7503
H  2.5468  1.6366  -2.1576
H  1.9638  0.2259  -3.1103
C  1.4469  -1.9702  1.8203
H  1.8654  -2.9827  1.7304
H  2.1026  -1.3473  2.4359
H  0.4639  -2.0219  2.2981
C  2.9802  -1.2737  -0.4318
H  3.5492  -0.4655  0.0375
H  3.4230  -2.2407  -0.1599
H  3.0046  -1.1441  -1.5168
H  -4.0239  -0.4435  1.1491
H  -1.3738  1.4527  0.2786
S  1.1180  2.3417  0.6581
C  2.2128  1.8902  1.9153
N  3.5269  1.8426  1.6479
C  4.5505  2.0321  2.6877
C  4.0239  1.5336  4.0122
C  2.6716  2.1455  4.2823
N  1.7750  1.7662  3.1798
H  3.7873  2.0384  0.6818
H  4.8374  3.0956  2.7230
H  5.4245  1.4650  2.3669
H  4.7065  1.8712  4.7894
H  3.9792  0.4372  4.0347
H  2.7313  3.2459  4.3652
H  2.2157  1.7619  5.1966
H  0.7780  1.9292  3.3032

## Properties
LUMO (spin up / spin down) ... -0.231 / -0.296 hartree
Spin multiplicity ... 4
Total charge ... +2
Highest occupied orbital energy (spin up / spin down) ... -13.405 / -14.057 eV

Atom charges from the Löwdin analysis, given in e for atoms 1 to 8: C -0.020; C -0.210; C -0.182; C -0.131; C 0.008; C -0.022; C -0.053; C -0.133

=====

| no. | E (eV) |
| --- | --- |
| 1 | -9394.7734 |
| 2 | -10887.2853 |
| 3 | -151407.3000 |
| 4 | -60455.0748 |